No. 1
Below is a molecular structure, C43H51BrIN6O8S3W, with properties calculated with ωB97M-V/def2-TZVPD.

Each line ends with the Löwdin charge.
Atoms and positions in Å:
W (-0.4077, 0.4136, -0.1763)  1.52
C (-1.5480, 0.2789, -2.1529)  -0.12
C (-2.4056, -0.4697, -1.2680)  -0.14
C (-2.8297, 0.4585, -0.2407)  -0.15
C (-2.2709, 1.7395, -0.5924)  -0.18
C (-1.5440, 1.6552, -1.8079)  -0.28
C (-1.3881, 2.8105, -2.7906)  -0.52
C (-2.6577, 2.7249, -3.6571)  -0.01
C (-1.3795, 4.1678, -2.0836)  -0.04
C (-0.1353, 2.6660, -3.6546)  -0.01
C (-3.9852, 0.4551, 0.7752)  -0.51
C (-3.9102, -0.7079, 1.7662)  -0.06
C (-3.9781, 1.7529, 1.6036)  -0.07
C (-5.3126, 0.4583, -0.0002)  -0.02
C (-2.9858, -1.7694, -1.8719)  -0.50
C (-1.8611, -2.6717, -2.4087)  -0.04
C (-3.8595, -2.6524, -0.9792)  -0.06
C (-3.8570, -1.2921, -3.0526)  -0.02
H (-1.1833, -0.0961, -3.0972)  0.14
H (-2.5945, 2.6743, -0.1681)  0.10
H (-3.5423, 2.7272, -3.0185)  0.09
H (-2.6765, 1.8132, -4.2546)  0.09
H (-2.7133, 3.5805, -4.3288)  0.10
H (-2.3296, 4.3621, -1.5846)  0.09
H (-1.2321, 4.9571, -2.8204)  0.10
H (-0.5753, 4.2417, -1.3530)  0.03
H (-0.0967, 1.6949, -4.1507)  0.09
H (0.7628, 2.7891, -3.0510)  0.07
H (-0.1295, 3.4340, -4.4274)  0.10
H (-3.0076, -0.6306, 2.3696)  0.01
H (-3.8978, -1.6737, 1.2790)  0.03
H (-4.7668, -0.6699, 2.4392)  0.10
H (-3.0004, 1.9666, 2.0285)  0.02
H (-4.6801, 1.6421, 2.4293)  0.10
H (-4.3124, 2.6099, 1.0195)  0.09
H (-5.4830, -0.4597, -0.5522)  0.06
H (-5.3397, 1.2877, -0.7090)  0.10
H (-6.1359, 0.5876, 0.7017)  0.10
H (-1.2081, -2.9832, -1.5964)  0.04
H (-1.2586, -2.1916, -3.1806)  0.09
H (-2.3018, -3.5664, -2.8476)  0.10
H (-3.3086, -3.0404, -0.1296)  -0.01
H (-4.1954, -3.5061, -1.5671)  0.10
H (-4.7506, -2.1430, -0.6306)  0.06
H (-3.2668, -0.7793, -3.8112)  0.08
H (-4.6411, -0.6129, -2.7165)  0.09
H (-4.3350, -2.1506, -3.5228)  0.10
O (1.8037, -3.1191, -2.0458)  0.11
C (2.6421, -2.9789, -1.0188)  -0.25
C (3.7591, -3.8149, -0.9870)  0.01
C (4.6705, -3.7383, 0.0443)  -0.04
C (4.4899, -2.8214, 1.0846)  -0.07
C (3.3934, -1.9980, 1.0812)  -0.01
C (2.4405, -2.0667, 0.0437)  -0.08
C (1.2544, -1.2740, 0.1554)  -0.41
O (0.2538, -1.3135, -0.6794)  -0.21
N (1.1147, -0.3402, 1.1481)  -0.08
N (-0.2016, -0.2172, 1.7106)  -0.32
C (-0.1260, 0.0922, 2.9790)  -0.95
S (1.3982, 0.0060, 3.8204)  0.98
C (0.7583, 0.7708, 5.3474)  -0.48
C (-0.3170, 1.7498, 4.9418)  -0.47
S (-1.4414, 0.8365, 3.8435)  0.97
H (1.2178, -2.3478, -2.1372)  0.08
H (3.8929, -4.5045, -1.8090)  0.13
H (5.5328, -4.3908, 0.0420)  0.12
H (5.2049, -2.7597, 1.8930)  0.11
H (3.2269, -1.2852, 1.8767)  0.09
H (1.5965, 1.2643, 5.8366)  0.09
H (0.3579, -0.0158, 5.9865)  0.08
H (0.0836, 2.5979, 4.3835)  0.05
H (-0.8912, 2.1145, 5.7912)  0.10
S (-1.3004, -2.9093, 1.2597)  0.80
C (-0.0255, -3.6466, 2.0301)  -0.83
N (0.7575, -4.6066, 1.5180)  0.04
C (1.7116, -5.1392, 2.4822)  -0.12
C (1.4463, -4.2744, 3.7311)  -0.12
N (0.3768, -3.3841, 3.2902)  0.02
H (0.6501, -4.9751, 0.5906)  0.14
H (2.7324, -5.0251, 2.1169)  0.10
H (1.5223, -6.1997, 2.6578)  0.12
H (2.3263, -3.6902, 4.0084)  0.11
H (1.1295, -4.8763, 4.5833)  0.12
H (-0.2168, -2.8884, 3.9295)  0.13
O (1.7155, -0.3709, -2.7454)  0.10
C (1.9903, 0.5985, -2.0609)  -0.52
O (1.1438, 1.1132, -1.1904)  -0.32
C (3.2853, 1.3278, -2.1161)  -0.08
C (3.3304, 2.6537, -1.7034)  0.07
C (4.5395, 3.3297, -1.7239)  -0.11
C (5.7065, 2.6984, -2.1133)  0.10
C (5.6399, 1.3716, -2.5023)  -0.10
C (4.4401, 0.6793, -2.5310)  0.10
N (6.8812, 0.6790, -2.8615)  -0.35
O (6.8166, -0.5232, -3.0210)  0.09
O (7.8863, 1.3497, -2.9504)  0.11
N (4.5691, 4.7337, -1.3198)  -0.35
O (3.5004, 5.3016, -1.2202)  0.09
O (5.6547, 5.2285, -1.0999)  0.10
H (2.4481, 3.1857, -1.3739)  0.11
H (6.6518, 3.2208, -2.1197)  0.14
H (4.4009, -0.3477, -2.8664)  0.14
Br (-0.2871, 5.8929, 3.2144)  0.70
C (1.5706, 5.6832, 2.8980)  -0.73
C (2.4783, 6.5710, 3.4672)  -0.12
C (3.8340, 6.3981, 3.2315)  -0.08
C (4.2972, 5.3519, 2.4466)  -0.08
C (3.3881, 4.4534, 1.8917)  -0.14
C (2.0590, 4.6563, 2.1417)  -0.28
I (0.2729, 2.7925, 1.1080)  0.89
H (2.1150, 7.3788, 4.0868)  0.10
H (4.5416, 7.0844, 3.6753)  0.11
H (5.3554, 5.2267, 2.2607)  0.11
H (3.7207, 3.6182, 1.2876)  0.09

- Spin multiplicity: 3
- Total charge: +1
- E_HOMO (alpha / beta): -0.36913 / -0.39264 hartree
- Relative energy (zero: lowest compared OMol25 entry of this formula, charge and spin): 418.9 kJ/mol
- Kohn-Sham gap (alpha / beta): 6.59 / 6.37 eV
- E: -183202.468 eV


No. 2
Below is a molecular structure, C43H52AsFN6O3ScTe, with properties calculated with ωB97M-V/def2-TZVPD.

Each line ends with the Löwdin charge.
Atoms and positions in Å:
Sc (1.7927, 1.6724, 1.3971)  0.78
C (2.1753, 3.2310, 4.0951)  -0.18
C (3.3704, 2.2668, 4.2229)  -0.17
N (3.7119, 1.5681, 2.9503)  -0.10
C (4.9830, 2.0727, 2.3468)  -0.15
C (4.8681, 2.2145, 0.8426)  -0.18
N (3.5718, 2.8018, 0.4722)  -0.14
C (3.3915, 4.2492, 0.7435)  -0.14
C (2.9692, 4.5368, 2.1770)  -0.14
N (1.9316, 3.5928, 2.6877)  -0.11
H (1.2671, 2.7571, 4.4709)  0.08
H (2.3526, 4.1207, 4.7060)  0.14
H (4.2521, 2.7920, 4.5910)  0.13
H (3.1341, 1.5217, 4.9782)  0.09
H (3.8603, 0.5911, 3.1769)  0.09
H (5.2212, 3.0313, 2.8012)  0.11
H (5.8140, 1.4090, 2.5920)  0.14
H (5.7082, 2.8018, 0.4580)  0.14
H (4.9255, 1.2263, 0.3756)  0.09
H (3.4480, 2.6885, -0.5320)  0.08
H (4.3085, 4.8026, 0.5193)  0.14
H (2.6186, 4.5904, 0.0582)  0.12
H (3.8162, 4.4835, 2.8576)  0.11
H (2.6031, 5.5631, 2.2403)  0.14
H (1.0221, 4.0379, 2.6090)  0.14
F (-3.4554, -3.0063, 1.7950)  0.09
C (-3.3594, -1.9878, 0.9214)  -0.18
C (-2.2834, -1.1571, 0.9958)  0.08
C (-2.1235, -0.1299, 0.0538)  -0.05
C (-0.9777, 0.7617, 0.1172)  -0.27
O (-0.0693, 0.5612, 0.9930)  -0.28
C (-0.9472, 1.7984, -0.8379)  -0.02
C (-1.9086, 1.8495, -1.8200)  0.07
N (-2.9192, 0.9911, -1.9234)  0.04
C (-3.8736, 1.1267, -3.0116)  -0.24
C (-3.8938, 0.0649, -4.0713)  -0.08
C (-3.3526, 1.4302, -4.3807)  -0.06
C (-3.0795, -0.0028, -0.9636)  -0.10
C (-4.1984, -0.8475, -1.0000)  0.08
C (-4.3675, -1.8428, -0.0571)  -0.13
N (-5.5096, -2.6609, -0.0907)  -0.08
C (-5.7745, -3.4448, -1.2819)  -0.13
C (-7.2676, -3.6321, -1.4748)  -0.07
N (-7.8445, -4.2668, -0.2344)  0.07
C (-7.5238, -3.4608, 0.9993)  -0.07
C (-6.0196, -3.2908, 1.1128)  -0.14
C (0.1256, 2.8341, -0.8926)  -0.53
O (0.2798, 3.5577, -1.8439)  0.13
O (0.8820, 2.8772, 0.1854)  -0.14
H (-1.5305, -1.3237, 1.7542)  0.11
H (-1.8544, 2.6239, -2.5740)  0.16
H (-4.8075, 1.5800, -2.7034)  0.16
H (-4.8511, -0.2203, -4.4837)  0.11
H (-3.1692, -0.7311, -3.9660)  0.09
H (-3.9397, 2.1003, -4.9899)  0.12
H (-2.2826, 1.5111, -4.5107)  0.11
H (-4.9578, -0.6964, -1.7516)  0.12
H (-5.2878, -4.4318, -1.2227)  0.15
H (-5.3743, -2.9497, -2.1645)  0.13
H (-7.4978, -4.2843, -2.3151)  0.15
H (-7.7832, -2.6797, -1.5900)  0.15
H (-7.4704, -5.2141, -0.1289)  0.19
H (-8.8566, -4.3697, -0.3324)  0.19
H (-7.9385, -3.9939, 1.8528)  0.15
H (-8.0318, -2.5054, 0.8770)  0.15
H (-5.5496, -4.2645, 1.3083)  0.14
H (-5.8269, -2.6621, 1.9796)  0.15
C (6.3448, -3.1365, -0.0591)  -0.05
C (5.9884, -2.6868, -1.3233)  -0.05
C (4.9055, -1.8341, -1.4823)  -0.08
C (4.1831, -1.4293, -0.3630)  -0.39
C (4.5442, -1.8766, 0.9051)  -0.13
C (5.6236, -2.7358, 1.0559)  -0.07
As (2.6709, -0.2560, -0.5249)  1.37
C (1.1897, -1.2491, -1.2495)  -0.30
C (0.5171, -2.3103, -0.6673)  -0.08
C (-0.5361, -2.8958, -1.3559)  -0.07
C (-0.9199, -2.3966, -2.5951)  -0.07
C (-0.2490, -1.3279, -3.1723)  -0.02
C (0.8332, -0.7565, -2.5082)  -0.19
C (1.7189, 0.2989, -3.0421)  -0.19
C (1.5846, 0.9121, -4.2829)  0.00
C (2.5364, 1.8244, -4.7085)  -0.04
C (3.6382, 2.1206, -3.9155)  -0.04
C (3.7786, 1.5238, -2.6695)  -0.09
C (2.8134, 0.6292, -2.2311)  -0.31
H (7.1884, -3.8030, 0.0556)  0.12
H (6.5541, -3.0022, -2.1891)  0.12
H (4.6317, -1.4902, -2.4721)  0.11
H (3.9770, -1.5714, 1.7813)  0.08
H (5.9009, -3.0922, 2.0386)  0.11
H (0.8163, -2.6987, 0.2995)  0.12
H (-1.0474, -3.7516, -0.9341)  0.11
H (-1.7265, -2.8729, -3.1387)  0.11
H (-0.5383, -0.9825, -4.1571)  0.11
H (0.7526, 0.6714, -4.9320)  0.11
H (2.4339, 2.2936, -5.6772)  0.12
H (4.3904, 2.8093, -4.2743)  0.12
H (4.6626, 1.7381, -2.0776)  0.11
C (1.2315, -0.1186, 5.7103)  -0.41
Te (0.6550, -0.1877, 3.6652)  1.31
C (-1.1886, 0.8207, 3.9967)  -0.37
H (0.5195, -0.7178, 6.2704)  0.02
H (1.2253, 0.9033, 6.0804)  0.01
H (2.2191, -0.5588, 5.8196)  0.01
H (-1.0155, 1.6441, 4.6847)  0.02
H (-1.8995, 0.1226, 4.4284)  0.02
H (-1.5544, 1.1925, 3.0445)  0.00

- Spin multiplicity: 1
- Total charge: +3
- E_HOMO: -0.53796 hartree
- Relative energy (zero: lowest compared OMol25 entry of this formula, charge and spin): 0.0 kJ/mol
- Kohn-Sham gap: 7.62 eV
- E: -152050.645 eV